123
Properties=species:S:1:pos:R:3:forces:R:3 method="wB97M-V/def2-TZVPD" charge=+5 homo_lumo_gap_ev=6.29 e_tot_ev=-57226.412 e_homo_ev=-14.546 max_force_ev_per_a=4.38
F 0.3564 -0.7837 0.5276 -0.17 0.21 -0.18
C -7.7097 -2.1874 7.1418 0.31 0.74 0.67
C -6.5525 -1.7400 8.0391 0.53 -2.64 0.56
N -5.4874 -1.0938 7.3345 3.94 1.17 -1.52
C -5.5624 0.2334 6.9368 2.37 -0.69 -0.41
C -4.3306 0.5483 6.3859 -0.77 0.05 0.31
N -3.4539 -0.5297 6.4554 -2.94 -0.29 0.63
C -4.1777 -1.5606 7.0534 -1.33 2.61 -0.51
C -2.0598 -0.5285 5.9272 -0.04 -1.02 0.90
H -8.4278 -2.7088 7.7748 -0.36 0.56 -0.03
H -7.4379 -2.9450 6.4067 0.44 0.35 -0.15
H -8.0577 -1.2590 6.6888 -0.80 -0.47 -0.28
H -6.0811 -2.6569 8.3929 -0.10 -0.06 0.48
H -6.7575 -1.1447 8.9290 -0.56 0.04 -0.28
H -6.3622 0.9174 7.1798 -0.18 -0.37 -0.16
H -4.0797 1.5122 5.9684 0.37 -0.22 0.05
H -3.7644 -2.5353 7.2668 -0.29 0.02 0.07
H -1.9484 -1.3898 5.2684 0.06 0.22 -0.06
H -1.4099 -0.6642 6.7916 0.09 -0.03 -0.11
H -1.7462 0.3890 5.4293 -0.73 -0.01 0.04
C 10.3273 -0.1373 -5.4553 0.47 -0.05 1.09
C 9.9972 -0.5597 -3.9853 -1.11 -0.30 -1.18
N 8.9089 0.2660 -3.3706 -2.91 0.42 0.10
C 8.9492 1.5286 -2.8385 0.97 0.73 -0.40
C 7.6918 1.9591 -2.5191 -0.75 -0.37 -0.09
N 6.8010 0.9395 -2.8329 3.55 -1.92 -0.66
C 7.5921 -0.0574 -3.3722 -0.61 0.02 1.03
C 5.3854 0.8256 -2.4812 0.05 0.14 -0.62
H 9.5694 -0.2873 -6.2242 -0.55 0.23 0.58
H 11.1296 -0.7786 -5.8204 0.33 0.18 0.32
H 10.6656 0.8977 -5.4071 0.06 -0.04 -0.49
H 10.8546 -0.5650 -3.3123 -0.08 0.17 -0.18
H 9.5320 -1.5452 -4.0057 0.41 -0.20 0.16
H 9.9239 1.9928 -2.8682 -0.29 0.51 0.40
H 7.2255 2.8620 -2.1533 0.76 0.20 0.10
H 7.2128 -1.0542 -3.5424 0.04 0.09 -0.36
H 5.1004 -0.2219 -2.3832 0.14 0.09 -0.06
H 4.8516 1.2765 -3.3178 -0.41 0.02 0.37
H 5.1939 1.3293 -1.5338 0.04 0.07 -0.23
C -1.5424 0.3730 -7.0372 0.17 -0.51 -0.22
N -0.8312 -0.9152 -7.5097 -0.84 0.79 0.22
C -1.8900 -1.8580 -8.0114 0.13 0.94 -0.33
C 0.0483 -0.5201 -8.6968 0.84 -1.14 0.78
C -0.0220 -1.6301 -6.3565 0.10 0.37 -0.75
C -0.5902 -1.5524 -4.9211 0.05 0.29 -2.26
O -0.3623 -0.2491 -4.4548 0.16 -0.34 0.74
H -2.4343 0.1455 -6.4532 0.28 -0.32 0.15
H -1.8995 0.8822 -7.9324 0.28 0.02 0.00
H -0.8645 0.9879 -6.4452 -0.01 -0.17 -0.25
H -2.4577 -1.3397 -8.7842 -0.02 0.10 0.06
H -2.5663 -2.0299 -7.1740 0.22 -0.75 -0.22
H -1.3826 -2.6805 -8.5156 -0.32 -0.37 0.59
H 0.7259 0.2747 -8.3847 -0.09 -0.11 -0.04
H -0.4518 -0.2680 -9.6319 -0.73 0.24 0.57
H 0.5993 -1.4291 -8.9380 0.36 0.13 0.07
H 0.9740 -1.1926 -6.4259 -0.09 0.24 0.37
H 0.1217 -2.6753 -6.6304 -0.41 0.03 -0.36
H -0.0807 -2.3440 -4.3716 0.04 0.15 0.23
H -1.6596 -1.7617 -4.9468 -0.18 -0.26 0.12
H -0.2495 -0.3717 -3.5094 0.10 0.61 0.48
C 7.3451 1.9783 3.3206 1.30 -0.44 -0.85
N 8.0909 0.6908 3.7402 0.98 -1.34 -0.21
C 9.2739 0.3883 2.7505 -1.69 0.15 -0.59
C 8.8315 0.8317 5.0606 -0.15 0.33 0.20
C 7.1647 -0.5969 3.7985 0.15 1.52 0.55
C 6.2965 -0.8393 2.5885 -0.73 -0.47 0.31
O 5.0842 -0.1059 2.7861 1.09 0.62 0.01
H 8.1027 2.7375 3.1261 0.21 0.00 0.54
H 6.6086 2.3918 4.0096 0.09 -0.77 0.18
H 6.9473 1.8153 2.3190 -0.47 -0.35 0.32
H 9.5506 1.3501 2.3186 0.36 -0.25 0.15
H 8.8905 -0.2689 1.9699 -0.13 0.31 -0.14
H 10.1041 -0.1765 3.1747 -0.23 0.46 0.61
H 9.1378 -0.1281 5.4769 -0.35 -0.24 -0.39
H 8.2339 1.3404 5.8170 -0.03 0.12 -0.27
H 9.7683 1.3464 4.8471 -0.31 0.41 0.20
H 6.5013 -0.3721 4.6337 0.08 -0.31 0.13
H 7.8128 -1.4430 4.0270 0.09 0.23 -0.03
H 6.0818 -1.9067 2.5376 -0.02 -0.16 0.26
H 6.8853 -0.6738 1.6863 -0.38 0.68 -0.46
H 4.3202 -0.3509 2.2590 0.17 -0.51 -0.35
C -4.9412 4.1747 0.2243 0.19 0.08 -0.05
N -4.0417 5.2747 -0.3774 0.52 -0.12 -0.65
C -3.5863 4.8131 -1.8408 0.62 1.05 2.00
C -4.8515 6.5941 -0.3579 -0.07 -1.10 0.10
C -2.7779 5.5539 0.5469 -0.60 -0.76 -0.05
C -1.8145 4.4043 0.6837 0.87 -0.76 -0.25
O -2.3889 3.2294 1.2212 -0.60 0.17 -0.02
H -4.9697 4.2783 1.3090 0.12 0.14 -0.15
H -4.5906 3.1713 -0.0173 0.46 0.39 0.02
H -5.9619 4.2240 -0.1550 0.15 0.58 -0.22
H -4.4255 4.8482 -2.5355 0.10 -0.11 0.30
H -3.0592 3.8633 -1.7509 -0.76 -0.27 0.12
H -2.7665 5.4766 -2.1161 -0.45 0.48 -0.23
H -5.7833 6.4945 -0.9147 0.18 -0.33 -0.13
H -4.3133 7.4534 -0.7578 0.33 -0.31 0.25
H -5.1184 6.6761 0.6957 0.09 0.55 -0.12
H -3.1307 5.8115 1.5455 -0.59 -0.19 -0.10
H -2.2216 6.4422 0.2476 -0.32 -0.05 -0.72
H -0.9879 4.7008 1.3294 -0.08 0.59 0.21
H -1.2994 4.1140 -0.2320 -0.20 0.43 -0.50
H -1.8245 2.5067 0.9370 0.08 -0.40 0.21
C -6.2238 -4.6175 -0.8828 0.15 0.85 1.32
N -5.6627 -4.0123 0.4332 -0.52 -0.39 -0.22
C -5.8697 -5.1338 1.5052 0.26 2.04 -0.53
C -4.1333 -3.7386 0.3435 -1.51 0.57 -0.62
C -6.4244 -2.6277 0.7438 -0.07 -1.95 -0.31
C -8.0247 -2.7007 0.7512 1.65 2.53 -0.53
O -8.5614 -3.6260 1.5693 -0.43 -3.22 0.72
H -7.2731 -4.8550 -0.7075 0.13 -0.04 0.10
H -5.6827 -5.5465 -1.0624 0.07 0.31 -0.36
H -6.2018 -3.8498 -1.6563 0.46 -0.32 -0.14
H -5.0330 -5.8229 1.3900 -0.46 -0.25 -0.11
H -6.8851 -5.5022 1.3588 0.43 -0.29 0.25
H -5.7712 -4.6108 2.4564 -0.15 -0.30 0.10
H -3.6759 -4.5583 -0.2105 0.10 -0.25 0.76
H -3.7769 -3.4768 1.3398 0.15 -0.67 -0.08
H -3.9316 -2.8601 -0.2694 -0.42 0.12 -0.07
H -6.0286 -2.0498 -0.0913 -0.45 0.47 0.21
H -5.9823 -2.2919 1.6818 -0.21 0.01 0.00
H -8.3723 -2.6863 -0.2818 -0.06 -0.41 -0.07
H -8.4750 -1.8354 1.2378 1.12 1.42 -0.76
H -9.2341 -4.0999 1.0748 -0.26 -0.37 0.31

***

132
Properties=species:S:1:pos:R:3:forces:R:3 method="wB97M-V/def2-TZVPD" charge=0 homo_lumo_gap_ev=7.82 e_tot_ev=-117116.318 e_homo_ev=-8.018 max_force_ev_per_a=3.60
C 3.0980 2.2595 3.7081 -0.11 -0.61 0.01
C 4.0996 1.0903 3.8466 -0.28 0.31 -0.18
C 4.3259 0.3824 2.4877 0.76 1.51 1.05
O 3.0970 0.1484 1.8170 -0.05 -1.01 -1.12
C 2.6609 -1.1933 1.7549 0.74 0.87 2.92
N 2.7493 -1.7246 3.1043 -0.38 -0.88 -0.40
O 3.6687 -1.8842 0.9611 -0.41 -0.68 -1.70
S 3.2150 -3.2858 0.3387 0.15 -1.40 1.17
O 4.2033 -3.9602 -0.3999 1.04 1.15 -1.25
O 2.7444 -4.1262 1.3903 -1.57 0.65 0.47
C 1.8366 -2.6570 -0.7065 -1.55 0.70 1.00
P 2.6359 -1.1801 -1.6478 1.66 0.25 -1.51
S 4.4928 -1.3091 -2.1267 0.19 0.06 0.02
P 1.4614 -3.9244 -1.9894 2.43 -1.36 -2.28
O 2.6159 -3.9556 -2.8718 1.09 0.70 -0.51
O 0.2306 -3.5499 -2.9752 -1.08 -0.04 1.57
O 1.3361 -5.4504 -1.4432 -1.99 1.53 0.09
C 0.6450 -2.1437 0.2528 -0.38 -0.77 -0.53
C -0.5935 -1.6663 -0.6117 0.21 0.06 0.17
C -0.5303 -0.6036 -1.7221 -1.22 -0.13 -0.65
O 0.1004 0.6683 -1.4350 -0.03 -0.94 -0.59
C 0.3949 1.3020 -2.6168 -2.06 -0.61 0.36
O 1.3985 1.8609 -2.7658 2.90 1.67 -0.11
P -0.2046 -3.5953 1.1761 0.35 -0.54 2.96
N 0.1952 -3.7675 2.6809 0.03 -0.06 -0.14
C 1.2031 -1.0734 1.2459 -0.51 1.09 -0.15
N 0.4374 -0.8189 2.4685 -0.73 0.23 0.15
C -0.9511 -0.3854 2.3593 -0.16 0.19 0.01
C -1.2644 0.8524 1.4582 -0.70 -0.25 0.52
H 3.3952 3.0063 2.9618 0.03 -0.10 0.23
H 2.9207 2.7389 4.6782 0.14 0.03 -0.25
H 2.1402 1.8298 3.3794 0.14 0.28 0.06
H 5.0696 1.4770 4.1951 -0.16 -0.19 -0.12
H 3.7171 0.4036 4.6095 0.13 -0.04 -0.22
H 4.8846 1.1171 1.8868 -0.26 -0.35 -0.19
H 5.0011 -0.4685 2.6211 -0.51 -0.23 -0.28
H 2.0603 -2.4708 3.2423 -0.21 0.22 -0.10
H 3.6465 -2.1904 3.2145 -0.01 0.22 -0.06
H 1.9064 -1.0691 -2.8606 -0.39 -0.14 0.66
H 2.4266 0.0265 -0.9550 -0.60 -0.57 0.19
H 0.6019 -3.3834 -3.8575 0.26 -0.22 0.27
H 0.4424 -5.7565 -1.6886 0.32 -0.39 0.34
H -0.9466 -2.5920 -1.1024 0.07 0.47 -0.27
H -1.4467 -1.4235 0.0277 0.49 0.12 0.23
H -0.1289 -1.0501 -2.6412 0.28 0.19 0.35
H -1.5752 -0.3675 -1.9952 0.17 -0.24 0.26
H -0.3498 1.3376 -3.4353 -0.46 -0.67 0.51
H 0.0295 -4.8296 0.5230 0.01 0.66 -0.82
H -1.6184 -3.4159 1.1595 0.34 0.16 -0.99
H -0.5962 -3.6703 3.3076 0.13 0.09 -0.03
H 1.1738 -0.1232 0.6789 0.39 -0.48 -0.20
H 0.9037 -0.0948 3.0068 0.43 -0.33 -0.18
H -1.5735 -1.2632 2.1205 0.05 0.36 -0.19
H -1.2740 -0.1098 3.3724 0.30 -0.26 -0.11
H -1.9975 0.5715 0.6903 0.44 0.27 -0.18
H -0.3826 1.3473 1.0416 -0.13 -0.33 -0.13
H -1.7790 1.6092 2.0671 0.18 -0.15 -0.11
C -2.1251 -7.2708 5.9412 0.09 -0.16 -0.07
C -2.8361 -6.6463 4.7528 0.01 -0.06 0.11
O -1.9948 -6.4405 3.6328 -0.09 0.28 -0.11
C -1.4074 -7.5972 3.0672 0.02 -0.10 -0.08
C -2.4204 -8.5996 2.5382 -0.13 -0.01 0.16
H -1.2360 -6.6946 6.2016 -0.05 0.05 0.00
H -2.7900 -7.3063 6.8055 0.00 0.02 -0.02
H -1.8031 -8.2915 5.7273 -0.05 -0.01 0.04
H -3.2040 -5.6600 5.0412 0.07 0.05 -0.15
H -3.7152 -7.2365 4.4671 0.01 -0.06 0.05
H -0.7271 -8.0693 3.7834 -0.03 -0.05 0.00
H -0.7901 -7.2456 2.2390 0.00 0.16 0.10
H -3.0105 -9.0407 3.3438 0.03 -0.05 -0.02
H -1.9128 -9.4117 2.0159 0.01 0.03 0.00
H -3.1157 -8.1163 1.8486 0.05 0.00 -0.03
C -5.5656 -3.4078 4.5627 0.02 -0.23 -0.05
C -6.0048 -2.5486 3.3918 -0.04 0.01 0.12
O -5.2666 -2.7866 2.2059 0.18 0.16 -0.16
C -5.3444 -4.0995 1.6763 -0.07 -0.10 -0.02
C -6.7523 -4.5135 1.2832 -0.10 0.04 0.15
H -4.4909 -3.3114 4.7279 -0.02 0.07 0.01
H -6.0911 -3.1111 5.4714 0.01 0.02 -0.02
H -5.7767 -4.4643 4.3853 -0.04 0.01 0.06
H -5.8446 -1.4990 3.6417 0.07 0.01 -0.16
H -7.0777 -2.6640 3.2027 -0.01 -0.06 0.03
H -4.9028 -4.8203 2.3736 -0.04 -0.03 0.01
H -4.7138 -4.1044 0.7852 0.05 0.15 0.06
H -7.4042 -4.6019 2.1541 0.01 -0.07 -0.02
H -6.7366 -5.4817 0.7807 0.02 0.02 0.00
H -7.1972 -3.7752 0.6138 0.05 -0.03 -0.04
C 2.1621 0.2624 -5.7120 0.20 0.07 -0.14
C 1.4362 -0.2485 -6.9436 0.07 -0.03 0.15
O 0.3735 0.5903 -7.3646 -0.26 -0.09 0.02
C 0.7304 1.9102 -7.7375 0.06 0.11 -0.07
C 1.6907 1.9741 -8.9128 0.15 -0.14 0.05
H 1.4718 0.4646 -4.8945 -0.06 -0.03 -0.07
H 2.8997 -0.4671 -5.3699 -0.01 0.00 -0.01
H 2.6942 1.1908 -5.9244 0.05 -0.02 0.09
H 0.9836 -1.2155 -6.7158 -0.14 0.05 -0.11
H 2.1376 -0.4198 -7.7667 0.05 0.03 0.03
H 1.1309 2.4556 -6.8757 0.07 0.00 -0.02
H -0.2012 2.4065 -8.0138 -0.07 -0.14 0.06
H 2.6679 1.5602 -8.6579 0.01 0.07 0.00
H 1.8397 3.0087 -9.2245 -0.03 -0.01 0.01
H 1.3021 1.4032 -9.7576 -0.05 0.05 0.01
C 1.3706 7.3023 2.0760 -0.17 -0.11 -0.09
C 2.6320 6.5941 1.6113 -0.01 0.13 -0.01
O 2.5490 5.1816 1.6758 0.12 -0.11 0.16
C 1.5435 4.5801 0.8804 -0.08 -0.12 -0.17
C 1.7049 4.8398 -0.6078 0.03 0.30 0.01
H 1.0824 6.9596 3.0715 0.07 0.04 0.02
H 1.5306 8.3812 2.1058 0.02 -0.02 0.01
H 0.5306 7.1091 1.4060 0.02 0.07 -0.03
H 3.4587 6.8762 2.2648 0.03 -0.16 0.01
H 2.9084 6.9144 0.6007 -0.08 0.02 -0.02
H 0.5490 4.8879 1.2247 -0.02 0.05 -0.04
H 1.6166 3.5055 1.0643 0.12 0.05 0.13
H 1.5590 5.8947 -0.8508 -0.08 -0.03 -0.05
H 0.9725 4.2634 -1.1753 0.04 -0.04 0.02
H 2.7062 4.5616 -0.9406 -0.04 -0.11 0.01
C -0.6512 10.0183 -1.8871 -0.15 -0.10 -0.10
C 0.6054 9.3098 -2.3637 -0.05 0.13 0.02
O 0.5190 7.8972 -2.3052 0.13 -0.17 0.16
C -0.4909 7.2960 -3.0968 -0.03 -0.03 -0.11
C -0.3319 7.5568 -4.5851 0.02 0.20 -0.01
H -0.9335 9.6709 -0.8917 0.06 0.03 0.02
H -0.4887 11.0964 -1.8523 0.02 -0.02 0.01
H -1.4966 9.8309 -2.5517 0.01 0.07 -0.02
H 1.4363 9.5869 -1.7134 0.04 -0.16 0.00
H 0.8775 9.6341 -3.3742 -0.06 0.03 -0.01
H -1.4831 7.6033 -2.7482 -0.02 0.05 -0.06
H -0.4168 6.2220 -2.9173 0.12 0.05 0.14
H -0.4773 8.6112 -4.8275 -0.06 -0.03 -0.03
H -1.0659 6.9817 -5.1515 0.01 -0.01 0.02
H 0.6691 7.2782 -4.9186 -0.03 -0.07 0.03